C58H160N14O16 | the ωB97M-V functional and the def2-TZVPD basis

Output
- E (eV) = -116352.1738
- highest occupied orbital energy (eV) = -8.1
- HOMO-LUMO gap (eV) = 8.57
- ΔE to the lowest compared entry with this formula, charge and spin (kJ/mol) = 0.0

Element x y z (Å)
C 24.0073 15.4683 21.4486
H 9.5904 15.6300 13.3104
H 21.8897 18.3685 20.4702
O 16.8384 22.7856 23.7905
H 14.0508 20.9410 21.1218
C 11.9037 15.1316 14.3702
H 23.1148 14.5248 15.5052
C 13.0812 14.0405 20.3629
H 10.1468 21.7117 19.5954
H 10.4869 17.7308 22.0616
H 14.7438 13.8136 25.6866
C 16.6836 12.0645 21.5239
H 18.0602 16.5328 14.0704
H 14.8140 14.0871 21.4678
C 8.9756 15.8262 21.4408
H 17.4017 21.4892 26.0697
C 15.9966 22.5643 24.8243
C 13.0315 12.7101 19.5920
H 13.6181 18.0404 24.1022
C 22.4844 21.3640 19.3904
H 17.9745 19.5755 16.2221
H 8.5901 21.9501 20.3443
C 15.1781 14.1232 26.6173
H 11.7329 21.8095 22.3479
H 9.2080 15.5044 15.1461
H 19.8268 22.5140 17.1683
C 22.9472 15.4479 22.5514
H 15.0763 14.2925 14.7419
H 22.2024 17.2917 22.2760
H 16.7311 21.2936 21.0005
N 16.6588 13.3557 20.7476
H 16.1411 13.1443 19.8932
H 24.6444 16.3615 21.4126
O 17.3853 17.7040 19.0093
H 11.5947 14.3317 15.0492
C 11.9169 16.8864 23.3653
H 15.9601 15.8231 27.5160
H 14.6324 20.2345 11.3780
H 17.1662 23.0470 21.0813
H 17.5899 24.6299 24.4797
H 20.5758 15.5517 14.0866
H 17.1040 13.5993 17.3056
H 9.1468 20.5726 23.6180
C 13.9977 21.1024 13.9354
H 18.4372 14.9413 23.8377
H 11.2787 17.4502 24.1282
C 16.5415 20.0176 24.6809
C 16.2309 20.0313 13.4341
C 22.8869 15.1965 16.3668
H 20.3057 13.8355 17.4826
O 19.6770 13.5735 19.9589
H 18.3362 19.0780 14.6221
O 21.4429 19.8144 22.5729
H 8.6147 16.8735 21.2251
C 13.9860 16.5449 13.8399
N 12.3435 15.6048 24.0061
O 10.0143 15.7385 22.4519
O 16.7008 20.3573 14.7242
H 13.3271 15.1078 18.5739
C 21.1385 16.6559 16.9838
C 21.3345 20.6899 21.4858
H 16.6028 13.2465 23.3638
C 23.6379 15.6665 23.8732
H 12.2775 12.8733 18.8048
C 14.3224 11.1469 18.3780
H 21.6654 14.1270 19.4258
O 17.7398 15.3698 25.8283
H 20.4741 16.4498 20.5338
H 24.3547 14.8217 23.8956
H 21.1561 19.0371 19.1609
H 18.6485 21.6493 16.4331
H 9.2022 17.1087 14.2700
H 17.6726 15.4813 11.8430
H 14.7957 15.0233 19.5138
H 23.2616 20.0755 20.8893
H 16.3461 21.6596 17.5168
H 22.8826 15.4236 27.0255
N 21.8300 16.3390 22.1856
C 9.6573 16.1005 14.3641
C 20.6649 12.8944 17.9321
C 16.4227 21.2470 25.6138
C 18.7469 15.4654 24.7600
H 20.8468 19.6596 15.3071
H 18.0550 13.8206 12.5876
H 18.6450 13.7166 15.2136
H 21.2235 21.2508 24.1222
H 15.3554 10.8663 18.1791
H 21.5261 21.7332 21.7944
H 11.5614 16.5523 21.2005
N 19.0759 21.8821 17.3481
O 11.0950 16.2717 14.6109
H 22.0082 18.4203 15.0983
H 16.9234 15.4265 17.3967
H 13.7809 11.1995 17.3852
C 15.2810 21.1857 13.1151
H 17.0603 10.8892 19.8112
H 11.4274 20.1381 22.8155
H 18.7527 18.4231 17.7359
O 16.0032 22.4453 19.3586
C 20.3503 17.9155 16.4373
O 14.3079 12.3282 19.1201
H 18.2751 12.7982 22.8475
H 14.4629 13.8897 27.4452
H 13.2646 20.3605 13.5189
C 17.2718 16.6836 19.9778
H 15.7221 21.8088 27.4064
C 13.2208 21.1424 20.4538
H 22.8191 14.5255 17.2465
H 13.8293 10.4191 19.0060
H 16.1167 13.5745 26.8121
C 9.8950 20.9118 21.7157
H 16.7563 17.1353 25.6423
H 18.6289 23.2620 24.8005
H 15.0603 16.4961 13.9587
C 17.4782 19.3314 15.3010
H 18.6765 18.8034 20.6623
C 16.5563 16.0218 25.5481
C 15.5135 15.5584 26.5844
H 23.8864 16.5735 26.2327
H 14.2382 20.5999 14.8715
C 18.5806 16.7139 20.7779
H 18.4937 15.8786 21.4565
H 18.6730 11.4541 24.9976
H 13.4408 20.7996 19.3891
H 15.5131 14.2750 17.0821
H 22.6913 22.3178 19.8740
H 9.8978 23.0161 20.8573
H 21.5157 21.4605 18.8958
H 19.8775 17.1327 19.2345
H 23.8003 15.7804 16.4271
N 22.0000 19.0190 19.7104
H 13.5797 15.9163 25.7568
H 17.1685 10.5407 25.5081
H 24.3156 14.8269 26.1032
H 14.6180 20.9742 26.5779
C 17.6120 14.8532 12.7663
C 17.8171 24.0350 17.8257
H 13.1128 18.5779 22.5447
H 13.6186 13.4945 14.9074
H 11.6005 15.0779 24.4277
H 12.9952 22.2412 20.4551
H 15.7516 19.0561 13.3737
C 16.1925 18.0680 18.2841
C 18.4145 15.4552 13.9124
H 15.4990 22.5389 21.3329
O 21.8090 16.0165 15.9577
H 17.0674 15.6495 19.6630
H 16.9986 18.3749 15.4371
H 15.5770 19.5958 24.5684
H 16.4999 18.8545 17.5337
H 13.3601 15.7507 15.7506
H 16.4256 17.0232 20.6607
H 8.1584 15.2259 21.8931
H 15.7717 17.2119 17.7443
H 23.5294 15.2770 20.5005
H 17.3675 24.0001 16.8408
N 14.1605 16.2154 26.5358
H 9.2254 15.4222 20.4427
H 17.2777 20.7957 18.9350
H 18.4654 10.9930 20.8582
H 21.9852 19.2530 16.5821
H 21.4866 12.4282 19.9115
H 18.8715 16.5109 24.4622
N 19.7124 16.3153 19.8702
H 20.9153 19.6156 24.5451
H 13.5513 22.0845 13.9761
H 8.9911 22.1573 23.1964
H 24.0496 16.6462 23.7953
O 16.8616 14.5811 15.5257
H 14.1838 17.1998 26.7099
H 21.8509 17.0542 17.7253
C 17.2468 12.4240 22.9130
C 20.9777 13.2669 19.4227
H 15.4230 18.5086 18.9856
H 19.7727 20.3658 23.5939
H 13.7576 12.9441 21.9900
C 16.3741 22.3135 20.7663
H 21.1040 16.3805 22.8813
H 24.7145 14.6243 21.6055
C 20.8354 20.3026 23.7266
N 19.7816 15.4250 13.5085
H 22.5531 14.4570 22.6468
O 12.1537 20.3845 20.8514
O 22.7564 15.4912 24.9897
H 18.5474 23.6876 23.1712
H 20.3473 15.9194 17.3300
H 23.2584 21.0088 18.6757
O 17.1287 11.2586 23.6659
C 13.3742 15.4471 14.7030
H 11.8444 14.7275 13.3269
H 19.7703 18.1721 21.8437
C 17.9226 23.6445 24.0609
H 12.7640 15.0018 23.3020
H 13.8490 16.3011 12.7694
O 21.7565 12.3733 17.2330
H 19.7198 15.1071 25.1100
C 21.3448 18.8735 15.7841
N 9.0371 21.1904 22.8313
C 11.0090 16.7795 22.1888
H 21.9177 11.4449 17.4827
H 15.6287 11.8186 21.6266
H 14.3606 21.8601 11.3945
H 17.1954 24.5754 18.6339
C 18.7647 18.0909 21.4611
C 17.3844 10.9125 20.8669
H 15.0175 22.4220 24.4110
C 13.7050 15.1915 19.5654
H 12.0820 14.3444 20.5650
H 16.0068 23.3808 25.5609
H 20.3076 20.6309 21.0201
H 18.7449 15.3312 16.0518
C 18.2538 14.7042 15.2380
H 17.9997 18.3735 22.2263
N 15.5992 21.0019 26.8311
H 15.8346 22.1170 13.3914
H 17.0570 10.0480 21.4345
H 19.6054 14.5595 19.8446
H 17.1618 20.0811 12.8184
C 11.3994 20.8308 21.9738
C 16.5758 14.4490 16.8795
C 17.5902 11.4143 25.0120
H 17.6128 13.4584 20.4724
H 13.5521 16.1430 20.0727
N 14.0942 14.2560 14.4873
H 19.9005 19.6150 17.4900
H 16.5729 14.6440 12.9629
H 16.1570 15.6594 24.5970
H 19.5932 17.6604 15.7240
H 19.9536 15.8118 12.6119
C 18.1448 22.6562 18.2529
H 17.1239 12.2931 25.3468
C 9.6718 21.9529 20.5340
H 12.5994 11.9404 20.3027
C 23.5058 15.5635 26.1501
C 13.1891 17.7065 23.1566
N 19.7405 18.6096 17.5193
H 9.5510 19.9770 21.3351
H 13.6811 17.5832 14.0839
H 17.2372 19.3116 25.0901
H 13.9532 17.0668 22.6667
H 18.7335 22.8110 19.0806
H 19.7917 12.2165 17.9779
H 18.7647 24.5945 17.7728
N 13.7856 13.9269 21.6410
H 16.9264 20.2685 23.6883
N 14.9917 21.1465 11.6951
C 22.3125 20.2982 20.4095
C 16.9051 21.7716 18.4706